# 1
Entry from the Open Molecules 2025 dataset: the molecule C17H20N2O4 (ωB97M-V/def2-TZVPD).

Structure (XYZ):
```
43
Properties=species:S:1:pos:R:3:forces:R:3
C 5.806 -0.851 3.241 -0.04 -0.11 -0.44
C 5.689 -0.674 1.728 0.08 0.14 0.16
O 5.964 -1.846 0.983 0.15 0.05 -0.01
C 5.057 -2.916 1.105 -0.15 -0.17 -0.21
C 3.666 -2.639 0.508 0.17 0.07 0.35
C 2.615 -2.296 1.569 0.25 0.04 -0.09
N 1.346 -1.955 0.966 -0.09 -0.22 -0.04
C 0.925 -0.678 0.869 -0.05 -0.21 0.02
O 1.525 0.267 1.341 0.14 0.27 0.06
C -0.384 -0.492 0.144 0.29 1.37 0.36
C -0.975 -1.649 -0.388 -0.44 -0.62 -0.37
N -1.374 -2.650 -0.791 -0.06 -0.09 -0.04
C -0.867 0.768 0.063 0.50 -0.65 0.18
C -2.072 1.270 -0.550 -0.62 0.23 -0.31
C -3.028 0.453 -1.167 0.19 0.02 0.11
C -4.160 0.999 -1.733 -0.11 0.19 -0.04
C -4.367 2.377 -1.699 0.36 -0.15 0.19
C -5.571 3.009 -2.295 -0.25 0.30 -0.11
O -5.787 4.196 -2.287 0.03 -0.15 0.00
O -6.401 2.115 -2.849 0.33 -0.26 0.15
C -7.576 2.646 -3.441 -0.29 0.32 -0.13
C -3.423 3.200 -1.087 -0.30 0.00 -0.17
C -2.293 2.654 -0.520 0.10 -0.29 0.02
H 5.010 -1.480 3.632 -0.06 -0.04 0.11
H 6.764 -1.303 3.489 0.09 -0.03 0.06
H 5.740 0.121 3.720 -0.03 0.10 0.09
H 4.702 -0.267 1.471 0.05 0.02 -0.04
H 6.448 0.034 1.385 -0.17 0.02 0.05
H 5.541 -3.724 0.550 -0.11 0.00 0.14
H 4.958 -3.234 2.152 0.04 -0.04 -0.03
H 3.329 -3.519 -0.045 -0.01 0.00 -0.06
H 3.752 -1.813 -0.200 -0.02 -0.02 -0.05
H 2.470 -3.148 2.240 0.04 0.11 0.01
H 2.921 -1.427 2.154 0.00 -0.16 0.02
H 0.837 -2.688 0.496 -0.04 0.11 0.03
H -0.236 1.513 0.538 0.06 -0.09 0.02
H -2.882 -0.614 -1.199 -0.08 -0.04 -0.05
H -4.892 0.363 -2.205 -0.04 -0.05 -0.03
H -8.171 3.175 -2.693 0.03 -0.05 -0.08
H -7.317 3.345 -4.238 -0.05 -0.07 0.06
H -8.127 1.798 -3.839 0.04 0.03 0.03
H -3.600 4.265 -1.070 0.00 0.07 0.00
H -1.564 3.295 -0.047 0.07 0.05 0.05
```
Positions in Å, forces in eV/Å.

HOMO level = -9.3 eV
energy above the lowest of the compared OMol25 structures with the same formula, charge and spin = 56.3 kcal/mol
structure (SMILES) = CCOCCCNC(=O)/C(C#N)=C/c1ccc(C(=O)OC)cc1
net charge = 0


# 2
Entry from the Open Molecules 2025 dataset: a cluster of 2 separate species, C17H20N2O4 in total (ωB97M-V/def2-TZVPD).

Structure (XYZ):
```
43
Properties=species:S:1:pos:R:3:forces:R:3
C 5.358 -2.199 -0.711 -0.28 -0.08 -0.16
C 4.402 -1.768 0.406 0.13 -0.26 0.15
C 4.067 -0.309 0.291 -0.12 -0.01 0.41
O 4.512 0.547 1.007 0.12 0.09 -0.27
O 3.223 -0.051 -0.736 0.24 -0.10 -0.33
C 3.244 1.293 -1.234 0.14 0.22 0.19
C 2.326 2.221 -0.455 -0.11 0.60 -0.03
N 0.997 1.660 -0.318 -0.19 -0.36 0.04
C 0.686 0.656 0.623 -0.02 0.12 -0.06
O 1.077 0.617 1.760 0.28 -0.17 -0.18
C -0.278 -0.257 -0.058 -0.09 0.05 -0.04
C -0.802 -1.465 0.354 -0.05 0.15 0.10
C -1.675 -2.107 -0.515 -0.16 -0.10 -0.20
C -1.999 -1.562 -1.758 0.04 0.10 0.05
C -1.470 -0.340 -2.159 0.05 0.18 0.07
C -0.615 0.297 -1.284 0.01 -0.01 0.16
C 0.101 1.601 -1.406 -0.01 -0.04 0.20
O -0.072 2.485 -2.201 0.33 -0.13 -0.32
H 6.292 -1.637 -0.675 -0.01 -0.01 -0.01
H 4.885 -2.051 -1.684 0.10 0.09 0.00
H 5.580 -3.263 -0.633 0.08 0.05 0.10
H 3.502 -2.385 0.381 -0.10 0.15 -0.10
H 4.873 -1.912 1.377 -0.04 0.06 0.00
H 4.262 1.684 -1.176 -0.02 -0.02 0.00
H 2.958 1.238 -2.284 -0.15 -0.15 0.06
H 2.747 2.459 0.518 -0.14 -0.20 0.10
H 2.241 3.156 -1.015 -0.02 -0.01 0.04
H -0.547 -1.880 1.321 0.01 -0.02 -0.01
H -2.120 -3.050 -0.221 0.03 -0.02 -0.03
H -2.691 -2.065 -2.419 0.01 -0.11 0.08
H -1.706 0.116 -3.111 -0.12 -0.06 0.01
C -3.410 1.437 2.008 -0.03 0.02 0.01
C -4.875 1.032 2.134 0.15 0.08 0.03
C -5.217 -0.207 1.297 -0.07 0.16 0.06
C -4.969 0.031 -0.124 0.07 -0.19 0.26
N -4.722 0.216 -1.227 -0.03 0.09 -0.35
H -3.163 1.709 0.980 0.00 -0.03 -0.02
H -3.195 2.300 2.638 0.01 -0.01 0.01
H -2.748 0.625 2.313 0.01 0.00 -0.01
H -5.515 1.861 1.829 -0.04 -0.03 -0.01
H -5.108 0.816 3.178 -0.04 -0.05 -0.02
H -6.264 -0.485 1.421 0.01 -0.03 0.01
H -4.606 -1.055 1.612 0.00 -0.02 -0.03
```
Positions in Å, forces in eV/Å.

HOMO level = -9.7 eV
energy above the lowest of the compared OMol25 structures with the same formula, charge and spin = 29.8 kcal/mol
structure (SMILES) = CCC(=O)OCCN1C(=O)c2ccccc2C1=O.CCCC#N
net charge = 0


# 3
Entry from the Open Molecules 2025 dataset: the molecule C17H20N2O6 (ωB97M-V/def2-TZVPD).

Structure (XYZ):
```
45
Properties=species:S:1:pos:R:3:forces:R:3
C 0.627 3.634 -1.074 2.46 2.45 -1.98
C -0.730 3.067 -0.999 -0.30 0.74 -2.12
C -1.300 2.902 -2.461 0.34 -0.96 -0.12
C -1.659 4.089 -0.338 0.90 -0.55 1.90
O -0.473 1.799 -0.285 -3.41 -1.54 1.19
C -1.670 1.128 0.033 -5.70 -1.01 0.25
O -2.820 1.293 -0.517 4.62 0.22 1.14
N -1.794 0.186 1.158 6.60 3.58 -3.70
C -2.955 -0.290 1.752 -1.81 0.86 1.82
C -2.460 -1.026 2.980 1.05 -3.13 -1.35
C -1.147 -0.270 3.245 -0.90 -2.29 2.70
C -0.545 0.016 1.952 -0.85 0.69 -2.00
C 0.479 -0.961 1.354 4.66 -1.08 1.28
O 1.666 -0.834 1.778 -3.79 -0.52 -1.62
O 0.165 -1.974 0.450 -0.52 2.32 1.72
C 1.119 -2.699 -0.236 0.17 -0.36 -0.75
C 0.624 -3.899 -0.752 2.29 -0.89 -1.71
C 1.308 -4.704 -1.692 0.83 0.58 0.23
C 2.611 -4.306 -2.098 -1.14 0.63 0.11
C 3.095 -3.060 -1.618 -1.77 -4.52 -0.28
O 4.397 -2.671 -1.879 -1.97 0.68 0.43
C 4.456 -1.570 -1.122 2.20 2.48 1.97
O 5.435 -0.943 -0.855 1.90 0.10 -0.92
N 3.308 -1.194 -0.488 -2.77 -1.64 0.68
C 2.400 -2.307 -0.642 1.30 0.88 -1.27
H 0.671 4.713 -1.559 -0.54 -2.17 0.74
H 1.091 3.809 -0.125 0.06 -0.16 0.85
H 1.354 3.040 -1.672 -0.64 0.11 0.35
H -2.324 2.417 -2.379 1.36 0.78 -0.46
H -0.604 2.314 -3.163 -1.02 0.63 1.20
H -1.338 3.946 -2.864 -0.20 -0.95 0.23
H -2.357 4.463 -1.028 -1.02 0.35 -0.80
H -2.178 3.614 0.473 -0.62 -0.18 0.37
H -1.155 4.951 0.122 0.25 -0.38 -0.30
H -3.595 0.511 2.125 -0.13 0.49 -0.28
H -3.547 -0.853 1.101 -0.81 -1.05 -1.05
H -2.284 -2.156 2.639 0.06 2.22 0.84
H -3.148 -1.112 3.818 -0.01 0.45 -0.07
H -1.434 0.600 3.809 0.16 0.90 -0.19
H -0.497 -0.808 3.905 0.46 -0.43 0.40
H 0.069 0.930 2.096 -0.47 -0.33 -0.74
H -0.222 -4.425 -0.501 -2.46 0.12 1.26
H 0.804 -5.659 -2.072 1.02 1.57 0.66
H 3.128 -4.965 -2.792 0.33 0.53 0.14
H 3.428 -0.736 0.422 -0.22 -0.20 -0.72
```
Positions in Å, forces in eV/Å.

HOMO level = -8.8 eV
energy above the lowest of the compared OMol25 structures with the same formula, charge and spin = 73.5 kcal/mol
structure (SMILES) = CC(C)(C)OC(=O)N1CCC[C@H]1C(=O)Oc1cccc2oc(=O)[nH]c12
net charge = 0


# 4
Entry from the Open Molecules 2025 dataset: a structure of composition C17H20N4O5S (ωB97M-V/def2-TZVPD).

Structure (XYZ):
```
47
Properties=species:S:1:pos:R:3:forces:R:3
C -6.689 -1.592 -1.043 0.42 0.15 0.13
C -5.295 -1.783 -0.476 -0.17 -0.54 0.04
H -5.329 -2.148 0.557 0.05 0.03 -0.17
H -4.716 -2.501 -1.068 -0.07 0.10 0.14
O -4.624 -0.523 -0.496 -0.11 0.32 -0.11
C -3.362 -0.519 -0.061 0.16 -0.33 0.12
O -2.792 -1.509 0.334 -0.09 0.10 -0.05
C -2.739 0.827 -0.117 0.19 0.34 -0.01
C -1.426 0.947 0.319 -0.17 0.02 -0.05
C -0.784 2.179 0.291 -0.41 0.10 -0.14
C -1.467 3.298 -0.179 0.09 0.12 0.00
C -2.776 3.170 -0.612 -0.01 -0.10 0.01
C -3.421 1.947 -0.586 -0.02 -0.15 0.03
H -4.440 1.848 -0.924 -0.08 0.01 -0.03
H -3.297 4.043 -0.976 -0.04 0.08 -0.03
H -0.969 4.253 -0.202 0.00 0.03 0.01
N 0.539 2.230 0.737 0.07 -0.49 0.20
C 1.388 3.286 0.787 0.33 -0.36 0.12
O 1.113 4.434 0.538 0.04 0.26 0.00
C 2.793 2.885 1.260 0.05 0.62 0.03
H 3.516 3.510 0.729 -0.17 -0.07 0.08
H 2.872 3.067 2.336 -0.03 -0.02 -0.15
O 3.087 1.510 1.081 0.08 -0.29 0.07
C 3.261 1.132 -0.205 -0.06 0.50 -0.97
N 3.121 1.963 -1.200 -0.06 0.23 0.50
S 3.416 1.181 -2.601 -0.01 -0.20 0.57
N 3.711 -0.281 -1.933 0.00 -0.28 0.11
C 3.610 -0.207 -0.621 0.09 0.23 -0.74
N 3.912 -1.261 0.185 0.25 -0.14 0.19
C 4.154 -2.544 -0.451 -0.16 -0.30 -0.18
H 4.580 -2.370 -1.438 0.04 -0.12 0.09
C 2.841 -3.327 -0.562 0.31 0.09 -0.21
O 2.233 -3.478 0.703 -0.04 -0.13 0.08
C 1.969 -2.229 1.297 0.21 0.24 0.26
H 1.505 -2.440 2.262 -0.02 0.09 -0.04
C 3.267 -1.426 1.473 -0.47 -0.18 0.20
H 3.074 -0.457 1.926 0.02 -0.15 0.05
H 3.952 -1.991 2.113 -0.08 0.07 0.02
H 1.264 -1.658 0.670 0.00 -0.01 0.05
H 3.018 -4.336 -0.936 0.00 0.07 -0.06
H 2.161 -2.798 -1.247 0.03 -0.06 0.03
H 4.860 -3.096 0.175 -0.02 0.00 -0.07
H 0.920 1.336 1.024 0.01 0.25 -0.08
H -0.922 0.062 0.681 0.06 -0.09 0.03
H -6.631 -1.224 -2.064 -0.05 0.01 -0.11
H -7.219 -2.540 -1.035 -0.07 -0.09 -0.01
H -7.240 -0.871 -0.445 -0.11 0.04 0.04
```
Positions in Å, forces in eV/Å.

HOMO level = -8.1 eV
energy above the lowest of the compared OMol25 structures with the same formula, charge and spin = 19.8 kcal/mol
net charge = 0


no.,lowest unoccupied orbital energy (eV),total energy (eV),largest force on an atom (eV Å⁻¹)
1,-1.1,-29123.5008,1.4
2,-0.1,-29124.6505,0.6
3,0.4,-33216.6310,8.4
4,0.5,-44987.0758,1.1